Computed, not measured: a 2-piece molecular cluster, C4H9NO overall, with ωB97M-V/def2-TZVPD.

Results
HOMO level   -9.165 eV
Max |F|   1.0 eV Å⁻¹
Orbital gap   9.88 eV
SMILES   CC(C)=N.C=O
Energy   -7829.6839 eV

XYZ file:
```
15
Properties=species:S:1:pos:R:3:forces:R:3:lowdin_charge:R:1
C -1.053 0.009 0.998 -0.05 0.09 -0.03 -0.034
C -0.291 0.269 -0.277 -0.15 0.59 -0.12 -0.471
C -0.956 -0.117 -1.558 -0.13 0.01 -0.17 -0.036
N 0.787 0.955 -0.245 -0.46 -0.01 -0.36 0.094
H -1.732 -0.846 0.908 0.15 0.18 -0.05 0.082
H -1.655 0.906 1.169 -0.09 -0.09 0.11 0.097
H -0.400 -0.112 1.870 -0.06 0.11 -0.27 0.071
H -0.237 -0.322 -2.357 -0.10 0.06 0.13 0.084
H -1.521 0.782 -1.822 -0.18 -0.18 -0.30 0.095
H -1.656 -0.948 -1.455 0.11 0.08 -0.01 0.078
H 1.238 1.042 -1.156 -0.29 0.16 -0.13 0.086
C 1.865 -0.339 0.995 0.36 -0.65 0.60 -0.282
O 1.777 0.095 2.121 0.36 -0.41 -0.16 -0.045
H 1.196 -1.140 0.597 0.42 -0.10 0.52 0.089
H 2.709 -0.158 0.304 0.12 0.17 0.25 0.093
```
Forces are in eV/Å.

=====

Computed, not measured: CH4ClNO2S in the gas phase at a distorted geometry, with ωB97M-V/def2-TZVPD.

Results
HOMO level   -10.131 eV
Max |F|   2.6 eV Å⁻¹
Orbital gap   10.24 eV
Energy   -30042.4080 eV

XYZ file:
```
10
Properties=species:S:1:pos:R:3:forces:R:3:lowdin_charge:R:1
C -1.059 -0.647 0.068 1.29 -0.83 -0.04 -0.387
N 1.953 1.730 0.178 0.10 0.07 -0.84 -0.340
O -1.585 -0.631 -1.213 -1.52 -0.23 -0.41 -0.035
O -0.244 0.456 0.283 1.16 2.30 0.34 -0.425
S 1.220 0.623 -0.473 0.25 0.71 1.23 0.695
Cl 2.083 -1.272 0.250 -0.07 0.04 -0.09 0.127
H -0.225 -1.429 0.219 -2.55 -0.25 -0.08 0.060
H -2.551 -0.430 -1.122 1.42 -0.22 -0.45 0.118
H -1.905 -0.475 0.743 0.64 -0.86 0.60 0.138
H 2.314 2.074 1.068 -0.72 -0.73 -0.26 0.047
```
Forces are in eV/Å.

=====

Look up the orbital gap of the second one. 10.24 eV

=====

What is the orbital gap in the second record? 10.24 eV